12
Properties=species:S:1:pos:R:3:forces:R:3 method="wB97M-V/def2-TZVPD" total_energy_ev=-20175.712 total_charge=0 homo_lumo_gap_ev=9.28 smiles=c1scc2c1COO2
C -1.037 1.187 0.030 -0.2 -0.6 -0.2
S -2.466 0.182 0.045 1.5 -0.6 0.3
C -1.465 -1.292 0.092 -1.2 2.6 -0.1
C -0.186 -0.979 0.060 2.2 2.1 -0.6
C 0.100 0.439 -0.020 -1.9 -0.4 0.5
C 1.577 0.560 -0.129 -2.1 0.8 -2.3
O 2.095 -0.637 0.231 -0.8 -3.1 0.2
O 0.972 -1.669 -0.041 1.2 -0.2 0.4
H -1.259 2.242 0.022 0.6 0.2 -0.1
H -1.978 -2.132 0.311 -1.2 -2.9 0.3
H 1.761 0.859 -1.168 0.7 0.0 0.0
H 1.887 1.240 0.567 1.3 2.1 1.6